Entry 1:
Entry from the OMol25 dataset: a structure of composition C31H58ClI3N6O5 in a non-equilibrium geometry (wB97M-V/def2-TZVPD).

Geometry (Å):
C: 3.9767 -6.0989 -0.2162
C: 3.7669 -4.8670 -0.6286
C: 3.5431 -3.3053 -0.8887
I: 4.4035 -2.9187 -2.9095
O: 3.9838 -2.3957 0.1074
C: 5.2287 -2.6705 0.7672
N: 6.3687 -3.1178 -0.0535
I: 5.0337 -3.9010 2.6131
C: 5.7030 -1.2048 1.3745
C: 7.2829 -1.3891 1.7197
C: 8.3050 -0.4477 1.3792
C: 1.9028 -3.1640 -1.1531
Cl: 1.7146 -3.9115 -2.8723
C: 1.3918 -1.6349 -1.1431
C: 0.6361 -1.1258 -2.4740
C: 1.6277 -0.6046 -3.6583
N: 2.6898 0.3429 -3.1916
N: 1.1105 -4.1016 -0.2811
I: 1.2438 -3.6849 1.7250
C: -0.3549 -4.1046 -0.6119
C: -0.8724 -5.6454 -0.7227
C: 0.0772 -6.6095 -1.5963
C: -0.0601 -8.1962 -1.1892
N: 0.9914 -8.9169 -2.0125
C: 2.3522 -9.3321 -1.5750
C: 3.1627 -10.0376 -2.7205
C: 2.2041 -10.0912 -3.9813
C: 0.9056 -9.3789 -3.3972
H: 4.0948 -7.2107 0.0499
H: 6.3739 -4.1221 -0.2718
H: 6.5756 -2.5136 -0.8598
H: 5.0713 -0.9138 2.2994
H: 5.6378 -0.4540 0.5071
H: 7.6375 -2.3682 2.2406
H: 9.4160 -0.7570 1.5073
H: 8.1039 0.6163 0.9991
H: 2.2340 -0.8527 -0.9376
H: 0.6361 -1.4737 -0.2692
H: 0.0388 -0.1720 -2.1523
H: -0.1820 -1.8523 -2.8704
H: 0.9387 0.0079 -4.3790
H: 2.0116 -1.4914 -4.2883
H: 2.5266 1.3083 -3.5169
H: 3.5707 -0.0156 -3.6283
H: -0.9051 -3.6705 0.3227
H: -0.6681 -3.4380 -1.4908
H: -1.9804 -5.6880 -1.0625
H: -0.8577 -6.0521 0.3737
H: 1.1999 -6.3768 -1.5396
H: -0.2197 -6.5322 -2.7193
H: -1.0965 -8.6099 -1.4837
H: 0.1642 -8.3772 -0.0776
H: 2.8448 -9.2043 -0.5500
H: 4.2164 -10.4847 -2.7413
H: 2.3912 -10.5112 -5.0289
H: -0.0125 -9.2606 -4.0971
C: -2.0625 4.3303 2.0960
O: -1.0054 4.0045 2.9882
C: -1.4555 3.3999 4.2015
C: -1.0440 1.9260 4.2549
N: -1.7995 1.1262 3.2890
C: -1.2749 -0.2297 3.1088
C: 0.1417 -0.3692 2.5253
O: 0.2512 0.0499 1.1689
C: 0.4633 1.4430 0.9934
H: -1.6498 4.9330 1.2852
H: -2.4990 3.4270 1.6624
H: -2.8376 4.9142 2.6002
H: -2.5360 3.5193 4.3472
H: -0.9542 3.9292 5.0190
H: -1.2263 1.5385 5.2630
H: 0.0313 1.8756 4.0561
H: -1.7852 1.5948 2.3890
H: -1.9671 -0.7431 2.4326
H: -1.3225 -0.7598 4.0668
H: 0.3849 -1.4404 2.5242
H: 0.9064 0.1090 3.1468
H: 1.0345 1.8867 1.8131
H: -0.4944 1.9566 0.8718
H: 1.0250 1.5861 0.0677
C: -5.1601 5.0585 0.2087
O: -4.2267 6.0705 0.5600
C: -3.5217 6.6031 -0.5629
C: -3.9527 8.0468 -0.8359
N: -5.3198 8.1058 -1.3564
C: -5.8787 9.4595 -1.3913
C: -6.0707 10.1811 -0.0461
O: -7.0665 9.5957 0.7879
C: -6.6084 8.5156 1.5871
H: -5.5223 4.5962 1.1289
H: -6.0162 5.4838 -0.3200
H: -4.6895 4.2846 -0.4051
H: -3.6327 5.9765 -1.4561
H: -2.4598 6.6041 -0.2933
H: -3.2702 8.4931 -1.5670
H: -3.8620 8.6020 0.1032
H: -5.9197 7.5292 -0.7756
H: -6.8603 9.3778 -1.8699
H: -5.2612 10.0825 -2.0481
H: -6.4328 11.1900 -0.2719
H: -5.1315 10.3174 0.5007
H: -5.5599 8.6237 1.8775
H: -6.7654 7.5681 1.0642
H: -7.2138 8.4858 2.4951

Forces on the atoms, in the same order (eV/Å):
-1.2 6.1 -2.4
1.4 -5.3 2.8
-1.4 -2.3 0.1
1.8 0.7 0.8
0.0 -1.9 -0.9
2.2 2.4 0.1
-1.5 -0.7 0.8
0.1 0.1 -0.8
1.2 -0.9 -0.1
2.0 2.0 -0.5
-1.8 -2.0 0.9
0.2 0.7 0.1
-1.6 -0.2 1.5
-0.6 0.9 -0.1
-0.1 1.1 0.2
-2.1 0.3 -1.0
0.5 -1.2 -0.9
0.0 1.1 -1.2
0.6 -0.5 -0.1
-1.9 -0.4 0.9
0.6 -0.2 0.7
-0.6 -0.7 -0.5
0.3 0.9 -0.9
3.6 -3.0 -2.2
1.5 -1.6 -3.3
-4.8 1.7 -0.4
-1.7 2.8 5.9
2.3 -1.3 -1.6
-0.2 2.6 -0.7
-0.2 0.8 -0.1
-0.4 -0.4 0.6
1.0 -0.4 -1.7
-0.1 -1.0 1.4
-0.9 1.9 -1.2
-2.2 0.7 0.0
0.2 -1.9 0.4
-1.2 -1.7 -0.4
1.5 -0.6 -1.5
1.1 -1.6 -0.4
1.7 1.1 0.6
1.0 -1.3 1.1
-0.3 1.5 1.2
0.1 -1.0 0.1
-0.9 0.9 0.8
0.6 -0.7 -2.0
0.8 -1.2 1.1
1.9 0.2 0.4
0.0 0.7 -1.8
-1.8 -0.1 0.2
0.6 -0.1 1.9
1.7 0.6 0.6
-0.4 0.3 -1.7
-1.5 0.1 -1.6
-1.8 1.0 0.6
-0.5 0.8 1.9
1.5 0.1 1.9
0.3 0.1 0.1
-0.5 0.0 0.0
0.5 -0.3 0.2
-0.4 0.3 -0.4
0.2 0.0 0.2
0.0 0.2 -0.3
-0.3 -0.4 0.2
0.1 0.2 0.6
-0.1 -0.1 -0.4
0.0 -0.1 0.1
-0.2 0.0 0.0
0.0 -0.1 -0.1
0.1 -0.1 -0.2
0.0 -0.1 0.0
0.0 0.0 -0.1
0.1 0.1 0.2
0.0 0.0 0.2
0.1 -0.1 0.0
0.1 0.1 0.0
-0.2 0.6 0.0
0.0 0.2 -0.1
-0.1 0.0 0.0
0.1 0.2 0.1
0.0 -0.1 0.0
0.1 0.1 0.3
-0.1 -0.3 -0.4
0.2 0.5 0.2
-0.3 -0.5 0.0
0.2 0.1 0.1
-0.2 -0.2 0.2
-0.3 0.2 -0.3
0.5 0.0 0.0
-0.4 0.0 0.0
0.1 0.1 0.0
-0.1 -0.1 -0.2
-0.1 0.0 -0.1
-0.2 0.1 0.1
0.0 0.0 0.0
-0.1 0.0 0.0
0.2 0.0 0.1
0.1 0.1 -0.1
0.1 0.1 0.1
0.0 0.0 0.1
0.0 -0.1 0.0
0.0 -0.2 0.1
0.0 0.0 -0.1
0.2 -0.1 0.1
0.0 0.1 -0.1

Calculated values
orbital gap = 7.312 eV
lowest unoccupied orbital energy = -0.29 eV
E_tot = -3273.4250 hartree



Entry 2:
Entry from the OMol25 dataset: a structure of composition C31H58CsN6OPSe2 in a non-equilibrium geometry (wB97M-V/def2-TZVPD).

Geometry (Å):
Cs: -0.4598 -1.3039 1.5337
C: 0.9561 5.3906 2.6316
Se: 1.6667 3.4937 3.2600
C: 0.6023 2.5916 1.8676
C: -0.8311 2.9932 1.5946
Se: -2.0093 2.8985 3.1610
C: -3.5745 3.3305 2.1177
H: 1.1041 5.5269 1.5561
H: 1.6109 6.0898 3.1628
H: -0.0844 5.5873 2.8943
H: 0.5690 1.5552 2.1862
H: 1.1392 2.6605 0.9210
H: -1.2229 2.2547 0.8892
H: -0.9252 3.9889 1.1604
H: -3.6365 2.6827 1.2432
H: -3.5480 4.3720 1.7983
H: -4.4544 3.1647 2.7388
N: -2.9480 -4.7594 2.3931
C: -1.5464 -4.2970 2.4773
O: -1.3359 -3.0551 2.9088
C: -0.7054 -4.9267 1.3608
C: -0.6318 -5.4474 2.8049
H: -3.2879 -4.7258 3.3527
H: -3.4425 -3.9960 1.9320
H: 0.1709 -4.4096 0.9806
H: -1.2116 -5.5555 0.6386
H: 0.2664 -5.1972 3.3568
H: -1.0595 -6.4228 3.0084
C: -0.7289 0.3118 6.0082
N: 0.3938 -0.0733 5.1904
C: 0.5491 -1.5138 5.1664
C: 1.6075 0.6039 5.6268
C: 2.7303 0.4907 4.6264
C: 3.6932 -0.5055 4.8128
C: 4.6763 -0.7379 3.8560
C: 4.6825 0.0535 2.7102
C: 3.7381 1.0702 2.5676
C: 2.7333 1.3375 3.5072
H: -0.5933 0.0092 7.0672
H: -1.6441 -0.1572 5.6420
H: -0.8650 1.3950 5.9749
H: 0.7093 -1.9172 6.1887
H: 1.4136 -1.7930 4.5637
H: -0.3127 -2.0117 4.7254
H: 1.9283 0.1947 6.6085
H: 1.3523 1.6572 5.7625
H: 3.6575 -1.1230 5.7081
H: 5.4089 -1.5252 3.9940
H: 5.4244 -0.1212 1.9352
H: 3.7994 1.6961 1.6757
N: -0.1219 -0.0331 -0.6299
P: -0.1006 0.1631 -2.1440
N: -0.5628 -1.2100 -3.0770
C: -1.2758 -1.1541 -4.3503
C: -1.2821 -2.5304 -5.0027
C: -2.0796 -3.5305 -4.1552
C: -1.9421 -3.2022 -2.6582
C: -0.6196 -2.5053 -2.3847
N: 1.3926 0.6741 -2.7757
C: 1.6688 0.6536 -4.1991
C: 2.3876 -0.6265 -4.6252
C: 3.6596 -0.7987 -3.7958
C: 3.3455 -0.7407 -2.3009
C: 2.5837 0.5351 -1.9519
N: -1.1316 1.3140 -2.9097
C: -2.5242 1.1537 -2.4585
C: -3.4630 2.0027 -3.3011
C: -3.0722 3.4738 -3.2095
C: -1.5971 3.6396 -3.5523
C: -0.7330 2.7161 -2.7078
H: -0.8196 -0.4244 -5.0161
H: -2.3223 -0.8281 -4.2363
H: -0.2464 -2.8680 -5.1045
H: -1.6936 -2.4593 -6.0139
H: -1.7243 -4.5467 -4.3487
H: -3.1326 -3.5076 -4.4516
H: -2.0247 -4.1052 -2.0496
H: -2.7480 -2.5338 -2.3402
H: 0.2088 -3.1599 -2.6939
H: -0.4862 -2.3127 -1.3211
H: 2.3147 1.5137 -4.4461
H: 0.7416 0.7974 -4.7513
H: 2.6155 -0.6054 -5.6967
H: 1.7121 -1.4686 -4.4405
H: 4.3503 0.0204 -4.0422
H: 4.1713 -1.7296 -4.0558
H: 4.2637 -0.8055 -1.7100
H: 2.7175 -1.5946 -2.0235
H: 3.2330 1.4061 -2.1270
H: 2.2795 0.5391 -0.9070
H: -2.6042 1.4419 -1.4006
H: -2.7996 0.1011 -2.5071
H: -4.4948 1.8546 -2.9691
H: -3.3988 1.6697 -4.3440
H: -3.2340 3.8168 -2.1801
H: -3.7026 4.0936 -3.8537
H: -1.2788 4.6759 -3.4065
H: -1.4417 3.3881 -4.6086
H: -0.8304 2.9892 -1.6456
H: 0.3181 2.8222 -2.9683

Forces on the atoms, in the same order (eV/Å):
1.0 1.4 0.7
0.1 -0.3 0.1
-0.2 0.4 -0.4
-0.1 -0.1 0.1
0.1 0.1 0.1
0.4 0.0 0.0
-0.3 0.0 -0.1
0.0 0.0 0.0
-0.1 0.0 0.0
-0.1 0.0 0.0
0.4 -0.1 0.0
0.1 -0.1 0.0
0.0 0.1 -0.1
0.0 0.1 0.1
0.0 0.0 0.0
0.0 0.0 0.0
0.0 0.0 0.0
-0.1 0.2 0.0
0.0 0.1 0.1
-1.1 -2.5 1.2
0.0 -0.1 0.1
0.1 0.0 -0.1
0.0 0.0 0.0
0.0 -0.1 0.0
-0.1 0.0 0.1
0.0 0.0 0.0
0.0 0.0 0.0
0.0 0.0 0.0
-0.1 0.0 0.0
-0.1 -0.1 -0.2
0.1 -0.1 0.1
0.0 0.1 0.1
0.0 -0.2 0.0
0.1 0.0 -0.1
-0.1 0.1 0.0
-0.1 0.0 0.1
0.1 0.0 0.0
0.1 -0.3 0.0
0.0 0.0 0.0
0.0 0.0 0.0
0.0 0.0 0.0
0.0 0.0 0.0
0.0 0.1 0.0
-0.2 0.1 0.0
0.0 0.0 0.0
0.1 0.0 0.0
0.0 0.0 0.0
0.0 0.0 0.0
0.0 0.0 0.0
0.0 0.0 0.0
0.1 1.0 -2.5
0.1 -0.3 1.3
-0.2 -0.1 -0.2
0.1 -0.1 0.1
0.1 0.0 -0.1
0.0 0.0 0.0
-0.1 0.0 0.0
0.0 0.3 -0.1
0.0 0.1 -0.4
0.2 0.1 0.1
-0.1 -0.1 0.1
0.0 0.1 0.0
0.0 -0.1 0.0
-0.1 0.0 -0.2
-0.3 0.4 0.0
0.3 0.0 0.0
0.0 0.0 -0.1
0.0 0.0 0.1
0.0 0.0 -0.1
0.0 -0.3 0.0
0.1 0.0 0.0
0.0 0.0 0.0
0.0 0.0 0.0
0.0 0.0 0.0
0.0 0.0 0.0
0.0 0.0 0.0
0.0 0.0 0.0
0.0 0.0 0.0
0.0 0.0 -0.1
0.0 0.1 0.0
0.0 0.0 0.0
-0.1 0.0 0.0
0.0 0.0 0.0
0.0 0.0 0.0
0.0 0.0 0.0
0.0 0.0 0.0
0.0 0.0 0.0
0.0 0.0 0.0
0.0 0.0 0.0
-0.1 0.0 0.0
0.0 0.0 0.1
0.0 0.0 0.0
0.0 0.0 0.0
0.0 0.0 0.0
0.0 0.0 0.0
0.0 0.0 0.0
0.0 0.0 0.0
0.0 0.0 0.0
0.0 0.0 0.0
0.0 0.0 0.0

Calculated values
net charge = -2
orbital gap = 4.599 eV
lowest unoccupied orbital energy = 3.78 eV
E_tot = -6784.0307 hartree